1.
The following is a DFT calculation (ωB97M-V/def2-TZVPD) of C3H5NO in the gas phase.

Values from the calculation:
Energy above the lowest of the compared OMol25 structures with the same formula, charge and spin   231.2 kJ/mol
Multiplicity   1
E   -6727.17613 eV
HOMO level   -10.61 eV
LUMO   0.68 eV
M   71.08 g/mol

Each line ends with the natural charge from an NBO analysis.
Geometry (Å):
C  1.081  0.118  1.250  -0.23
O  0.710  -0.221  -0.056  -0.54
C  -0.677  0.017  -0.592  -0.12
C  -1.045  -0.246  -2.077  0.25
N  -1.468  -0.703  -3.038  -0.30
H  1.122  1.275  1.501  0.15
H  2.064  -0.183  1.368  0.20
H  0.541  -0.321  2.004  0.17
H  -1.404  -0.685  -0.049  0.21
H  -0.923  0.949  -0.311  0.20

***

2.
The following is a DFT calculation (ωB97M-V/def2-TZVPD) of C3H5NO in the gas phase.

Values from the calculation:
Energy above the lowest of the compared OMol25 structures with the same formula, charge and spin   275.7 kJ/mol
Multiplicity   1
E   -6726.71513 eV
HOMO level   -10.27 eV
LUMO   0.88 eV
M   71.08 g/mol

Each line ends with the natural charge from an NBO analysis.
Geometry (Å):
O  0.497  2.505  0.085  -0.53
C  0.015  1.363  -0.040  0.51
N  0.699  0.311  -0.519  -0.41
C  -0.313  -0.702  -0.717  -0.24
C  0.343  -0.683  0.644  -0.28
H  -0.946  1.120  0.281  0.09
H  -1.255  -0.382  -0.700  0.19
H  -0.121  -1.709  -1.365  0.23
H  -0.048  -0.370  1.603  0.23
H  1.129  -1.453  0.729  0.23

***

3.
The following is a DFT calculation (ωB97M-V/def2-TZVPD) of C3H5NO in the gas phase.

Values from the calculation:
Energy above the lowest of the compared OMol25 structures with the same formula, charge and spin   132.8 kJ/mol
Multiplicity   1
E   -6728.19676 eV
HOMO level   -9.56 eV
LUMO   0.94 eV
M   71.08 g/mol

Each line ends with the natural charge from an NBO analysis.
Geometry (Å):
C  1.405  -0.026  -0.219  0.37
N  0.930  1.079  0.170  -0.45
C  -0.501  0.783  0.321  -0.29
C  -0.632  -0.743  0.052  -0.10
O  0.730  -1.180  0.031  -0.50
H  2.150  -0.110  -0.994  0.19
H  -0.913  1.392  -0.489  0.21
H  -0.957  1.083  1.264  0.20
H  -1.205  -1.277  0.812  0.19
H  -1.015  -0.999  -0.943  0.18

***

4.
The following is a DFT calculation (ωB97M-V/def2-TZVPD) of C3H5NO in the gas phase.

Values from the calculation:
Energy above the lowest of the compared OMol25 structures with the same formula, charge and spin   63.5 kJ/mol
Multiplicity   1
E   -6728.91440 eV
HOMO level   -11.49 eV
LUMO   0.61 eV
M   71.08 g/mol

Each line ends with the natural charge from an NBO analysis.
Geometry (Å):
C  -1.170  -0.039  -0.129  -0.62
C  0.311  -0.233  0.215  0.00
O  0.896  -1.054  -0.769  -0.69
C  0.963  1.098  0.282  0.24
N  1.423  2.158  0.357  -0.31
H  -1.298  -0.208  -1.201  0.24
H  -1.491  0.979  0.106  0.23
H  -1.801  -0.737  0.423  0.22
H  0.411  -0.687  1.212  0.20
H  1.813  -1.236  -0.520  0.48

***

5.
The following is a DFT calculation (ωB97M-V/def2-TZVPD) of a molecular structure, C3H5NO.

Values from the calculation:
Energy above the lowest of the compared OMol25 structures with the same formula, charge and spin   348.3 kJ/mol
Multiplicity   1
E   -6725.96276 eV
HOMO level   -9.47 eV
LUMO   0.89 eV
M   71.08 g/mol

Each line ends with the natural charge from an NBO analysis.
Geometry (Å):
C  -0.700  -0.760  0.013  -0.13
C  -0.443  0.744  0.132  -0.31
N  0.970  0.890  -0.364  -0.53
C  1.499  -0.330  -0.511  0.24
O  0.641  -1.322  -0.256  -0.49
H  -1.071  -1.235  0.927  0.20
H  -1.349  -1.026  -0.830  0.19
H  -1.102  1.353  -0.498  0.23
H  -0.504  1.123  1.160  0.21
H  2.059  0.563  0.225  0.40

***

6.
The following is a DFT calculation (ωB97M-V/def2-TZVPD) of C3H5NO2 in the gas phase.

Values from the calculation:
Energy above the lowest of the compared OMol25 structures with the same formula, charge and spin   135.0 kJ/mol
Multiplicity   1
E   -8776.29547 eV
HOMO level   -10.17 eV
LUMO   0.86 eV
M   87.08 g/mol

Each line ends with the natural charge from an NBO analysis.
Geometry (Å):
C  -0.846  -1.612  -0.569  -0.27
O  0.246  -0.893  -1.146  -0.48
C  0.617  0.208  -0.505  0.45
N  0.019  0.669  0.511  -0.57
C  0.494  1.811  1.152  0.53
O  1.402  1.833  1.945  -0.54
H  -1.717  -0.961  -0.462  0.20
H  -0.563  -2.001  0.414  0.20
H  -1.054  -2.429  -1.261  0.20
H  1.487  0.659  -0.986  0.17
H  -0.086  2.717  0.905  0.11

***

7.
The following is a DFT calculation (ωB97M-V/def2-TZVPD) of C3H5NO2 in the gas phase.

Values from the calculation:
Energy above the lowest of the compared OMol25 structures with the same formula, charge and spin   120.6 kJ/mol
Multiplicity   1
E   -8776.44487 eV
HOMO level   -9.65 eV
LUMO   0.80 eV
M   87.08 g/mol

Each line ends with the natural charge from an NBO analysis.
Geometry (Å):
O  -1.345  -1.908  -0.321  -0.58
C  -0.766  -0.855  -0.291  0.65
N  -0.636  0.154  -1.209  -0.62
C  0.326  0.929  -0.432  -0.22
C  0.064  -0.028  0.746  0.01
O  1.264  -0.507  1.285  -0.70
H  -0.826  0.143  -2.201  0.41
H  0.062  1.979  -0.277  0.19
H  1.350  0.811  -0.791  0.20
H  -0.597  0.415  1.501  0.18
H  1.112  -1.131  2.007  0.48

***

8.
The following is a DFT calculation (ωB97M-V/def2-TZVPD) of C3H5NO2 in the gas phase.

Values from the calculation:
Energy above the lowest of the compared OMol25 structures with the same formula, charge and spin   251.9 kJ/mol
Multiplicity   1
E   -8775.08376 eV
HOMO level   -10.38 eV
LUMO   0.13 eV
M   87.08 g/mol

Each line ends with the natural charge from an NBO analysis.
Geometry (Å):
N  2.387  -1.615  -0.070  -0.27
C  1.459  -0.958  0.145  0.24
C  0.269  -0.139  0.383  -0.03
O  -1.011  -0.967  0.521  -0.71
C  -0.023  0.840  -0.761  -0.07
O  -1.348  1.159  -0.508  -0.74
H  0.357  0.465  1.291  0.23
H  -1.406  -1.012  1.416  0.51
H  0.170  0.446  -1.778  0.17
H  0.772  1.595  -0.586  0.18
H  -1.626  0.186  -0.052  0.48

***

9.
The following is a DFT calculation (ωB97M-V/def2-TZVPD) of a molecular structure, C3H5NO2.

Values from the calculation:
Energy above the lowest of the compared OMol25 structures with the same formula, charge and spin   256.6 kJ/mol
Multiplicity   1
E   -8775.03551 eV
HOMO level   -8.06 eV
LUMO   0.52 eV
M   87.08 g/mol

Each line ends with the natural charge from an NBO analysis.
Geometry (Å):
N  1.587  -0.527  0.375  -0.83
C  0.239  -0.214  0.128  -0.10
C  -1.070  -0.880  0.487  -0.07
O  -1.763  0.286  -0.084  -0.49
C  -0.521  0.779  -0.362  0.55
O  -0.437  1.985  -0.936  -0.65
H  2.146  0.279  0.629  0.37
H  2.041  -1.024  -0.383  0.37
H  0.442  2.068  -1.330  0.49
H  -1.358  -1.774  -0.073  0.18
H  -1.307  -0.977  1.549  0.19

***

10.
The following is a DFT calculation (ωB97M-V/def2-TZVPD) of C3H5NO2 in the gas phase.

Values from the calculation:
Energy above the lowest of the compared OMol25 structures with the same formula, charge and spin   423.9 kJ/mol
Multiplicity   1
E   -8773.30084 eV
HOMO level   -8.80 eV
LUMO   0.27 eV
M   87.08 g/mol

Each line ends with the natural charge from an NBO analysis.
Geometry (Å):
N  1.196  -0.241  -0.859  -0.85
C  0.794  0.462  0.253  -0.19
C  -0.861  -0.044  0.861  -0.09
O  -0.878  -1.392  0.498  -0.58
C  -1.775  -0.227  -0.209  0.81
O  -2.205  0.237  -1.216  -0.46
H  1.577  -1.160  -0.667  0.40
H  1.427  0.325  -1.669  0.40
H  0.564  1.497  0.006  0.19
H  1.409  0.349  1.147  0.18
H  -1.245  0.193  1.855  0.19

***

11.
The following is a DFT calculation (ωB97M-V/def2-TZVPD) of C3H5NO2 in the gas phase.

Values from the calculation:
Energy above the lowest of the compared OMol25 structures with the same formula, charge and spin   253.3 kJ/mol
Multiplicity   1
E   -8775.06915 eV
HOMO level   -10.04 eV
LUMO   0.46 eV
M   87.08 g/mol

Each line ends with the natural charge from an NBO analysis.
Geometry (Å):
H  -2.480  -0.073  -0.243  0.35
N  -1.801  0.647  -0.001  -0.61
C  -0.824  0.573  -0.790  0.37
O  0.374  1.207  -0.545  -0.52
C  1.044  0.461  0.487  -0.17
C  0.627  -1.014  0.377  0.39
O  -0.208  -1.536  1.069  -0.48
H  -0.711  -0.104  -1.636  0.14
H  0.792  0.825  1.488  0.20
H  2.111  0.571  0.277  0.20
H  1.076  -1.556  -0.482  0.11

***

12.
The following is a DFT calculation (ωB97M-V/def2-TZVPD) of C3H5NO2 in the gas phase.

Values from the calculation:
Energy above the lowest of the compared OMol25 structures with the same formula, charge and spin   71.6 kJ/mol
Multiplicity   1
E   -8776.95239 eV
HOMO level   -10.20 eV
LUMO   0.81 eV
M   87.08 g/mol

Each line ends with the natural charge from an NBO analysis.
Geometry (Å):
O  2.094  -0.788  -0.750  -0.53
C  1.778  -0.183  0.248  0.44
C  0.358  0.213  0.556  -0.34
N  -0.509  -0.228  -0.500  -0.62
C  -1.825  0.090  -0.501  0.53
O  -2.370  0.729  0.378  -0.61
H  2.530  0.115  1.005  0.12
H  0.072  -0.218  1.526  0.23
H  0.309  1.303  0.689  0.24
H  -0.078  -0.733  -1.261  0.42
H  -2.357  -0.297  -1.390  0.12